16
Properties=species:S:1:pos:R:3 method="wB97M-V/def2-TZVPD" max_force_ev_per_a=3.0 de_lowest_kcal_mol=47.98 e_homo_ha=-0.09916 charge=-1 spin_multiplicity=1
S 2.63305 0.67624 -0.52980
O -1.04952 -0.66009 1.39086
N -2.43906 -0.28099 -0.51441
C 1.07421 0.53380 -1.40148
C -2.01057 0.14202 0.93444
C 2.20532 -0.35236 1.00530
H 1.15270 0.98045 -2.39694
H -2.50607 -1.28285 -0.59151
H -1.83339 0.11351 -1.21566
H -2.97879 0.09284 1.42107
H 2.21404 0.34215 1.83839
H -1.74655 1.21587 0.74578
H 2.96420 -1.13395 1.06059
H 0.80376 -0.51789 -1.63344
H 0.25599 0.96417 -0.84091
H 1.26067 -0.83292 0.72772

***

5
Properties=species:S:1:pos:R:3 method="wB97M-V/def2-TZVPD" max_force_ev_per_a=3.1 de_lowest_kcal_mol=38.94 e_homo_ha=-0.32988 spin_multiplicity=1
Cl 2.37132 -0.28659 -0.50740
Cl -0.04710 1.69650 -0.00383
S 0.82172 -1.47033 -0.07818
S -2.30444 -0.22334 0.42658
C -0.84150 0.28375 0.16283

***

31
Properties=species:S:1:pos:R:3 method="wB97M-V/def2-TZVPD" max_force_ev_per_a=6.9 de_lowest_kcal_mol=32.65 e_homo_ha="-0.68359 / -0.69200" charge=+3 spin_multiplicity=5
Ir 2.16341 -0.09748 -0.16034
S -2.66830 1.53533 1.18726
O 4.53711 -1.08714 -1.93664
O 2.21076 -0.67063 2.85278
O 2.88008 2.91378 -0.59528
O 0.05289 -2.00625 -1.61265
N -0.68495 2.68208 -0.14768
N -0.42924 0.37111 0.43691
C 0.79930 -1.25795 -1.13024
C 1.42969 0.87427 -3.68964
C -1.09595 1.49913 0.38912
C -2.39523 -0.12916 1.66035
C -0.76366 -1.90651 1.46392
C 2.28067 -0.47486 1.70998
C -2.77344 -2.17963 2.82024
C 3.61369 -0.68187 -1.34807
C 2.51628 1.80054 -0.43126
C -1.15116 -0.59548 1.14575
C -3.21157 -0.89849 2.48274
C 0.23141 1.48621 -3.44647
C -1.56111 -2.66716 2.31231
H 0.21232 2.81266 -0.56428
H -4.15248 -0.48395 2.84387
H -1.32389 3.46356 -0.03922
H 1.59099 -0.24265 -3.77814
H 0.24966 2.51722 -2.99328
H -1.21888 -3.66869 2.58275
H -0.57361 0.82886 -2.98101
H 2.43641 1.36268 -3.56674
H 0.16978 -2.29675 1.05911
H -3.37096 -2.80277 3.47385